1.
A structure of composition C54H51KN2O3PSTe in a non-equilibrium geometry, computed with ωB97M-V with the def2-TZVPD basis set.

Summary:
⟨S²⟩: 0.77
HOMO energy (spin up / spin down), hartree: 0.0063 / -0.0766
Energy above the lowest of the compared OMol25 structures with the same formula, charge and spin, kJ/mol: 0.0
LUMO (spin up / spin down), eV: 3.76 / 3.76

Geometry as ORCA input:
```
! wB97M-V def2-TZVPD RIJCOSX def2/J DEFGRID3
* xyz -2 2
K -1.90 -0.62 0.95
C 4.95 -2.64 1.89
C 3.99 -2.00 0.87
C 2.94 -3.05 0.50
C 4.77 -1.61 -0.40
C 3.36 -0.73 1.46
C 4.19 0.25 2.03
C 3.66 1.40 2.58
C 2.29 1.61 2.54
S 1.33 2.89 3.23
C -0.10 2.13 2.52
N 0.12 0.99 1.92
C 1.46 0.67 1.93
C 2.00 -0.50 1.40
C -2.31 2.93 1.65
C -3.15 4.03 1.84
C -4.21 4.28 0.99
C -4.44 3.41 -0.06
C -3.53 2.39 -0.30
C -2.40 2.13 0.49
H 5.36 -3.56 1.47
H 4.41 -2.88 2.80
H 5.78 -1.98 2.14
H 3.44 -3.94 0.11
H 2.26 -2.68 -0.27
H 2.36 -3.35 1.37
H 5.28 -2.48 -0.82
H 5.51 -0.84 -0.18
H 4.08 -1.21 -1.15
H 5.26 0.11 2.05
H 4.32 2.14 3.03
H 1.32 -1.22 0.96
H -2.98 4.70 2.67
H -4.85 5.13 1.17
H -5.29 3.56 -0.71
H -3.71 1.78 -1.17
O -4.90 -3.60 1.41
C -3.70 -3.46 1.19
O -3.10 -2.43 0.72
C -2.67 -4.58 1.48
P -1.12 -3.78 0.86
C -1.40 -3.91 -0.95
C -1.21 -2.78 -1.74
C -1.45 -2.81 -3.10
C -1.89 -3.98 -3.70
C -2.06 -5.13 -2.93
C -1.82 -5.09 -1.57
C 0.04 -5.23 1.04
C 0.93 -5.63 0.04
C 1.84 -6.65 0.26
C 1.91 -7.29 1.49
C 1.06 -6.88 2.51
C 0.14 -5.86 2.28
H -2.92 -5.51 0.98
H -2.63 -4.77 2.56
H -0.87 -1.87 -1.26
H -1.30 -1.92 -3.70
H -2.08 -4.01 -4.77
H -2.39 -6.05 -3.40
H -1.94 -6.00 -0.99
H 0.90 -5.14 -0.92
H 2.51 -6.96 -0.54
H 2.62 -8.08 1.66
H 1.10 -7.37 3.47
H -0.52 -5.56 3.09
C 5.20 2.26 -4.57
C 3.96 2.11 -3.73
C 2.94 1.24 -4.08
C 1.78 1.12 -3.32
C 0.74 0.13 -3.76
C 1.59 1.90 -2.16
Te -0.31 1.75 -0.80
N -1.34 2.70 2.71
C -1.53 3.33 4.02
O -0.57 4.00 4.49
C -2.76 3.09 4.71
C -3.10 3.91 5.81
C -4.35 3.83 6.40
C -5.30 2.91 5.94
C -4.93 2.01 4.93
C -3.70 2.08 4.34
C -1.43 2.36 -2.51
C -2.24 1.46 -3.18
C -3.04 1.85 -4.25
C -3.04 3.17 -4.65
C -2.24 4.09 -3.99
C -1.44 3.71 -2.91
C -0.62 4.74 -2.19
C 2.64 2.77 -1.80
C 2.60 3.63 -0.55
C 3.80 2.86 -2.57
H 5.22 1.53 -5.38
H 6.10 2.12 -3.95
H 5.26 3.26 -5.00
H 3.05 0.63 -4.97
H 1.19 -0.65 -4.39
H -0.04 0.62 -4.34
H 0.28 -0.34 -2.89
H -2.37 4.63 6.17
H -4.60 4.49 7.22
H -6.29 2.89 6.38
H -5.64 1.25 4.62
H -3.43 1.35 3.58
H -2.26 0.43 -2.86
H -3.67 1.12 -4.75
H -3.66 3.50 -5.48
H -2.25 5.13 -4.30
H -0.85 5.75 -2.54
H 0.44 4.54 -2.32
H -0.84 4.70 -1.12
H 1.61 3.63 -0.11
H 2.90 4.66 -0.77
H 3.30 3.23 0.20
H 4.59 3.54 -2.27
*
```

Here are the Mulliken charges for atoms 1 to 4, given in e:
1 K 0.489
2 C -1.999
3 C 2.904
4 C -2.488



2.
A structure of composition C54H52BrN5OS2SbTi, computed with ωB97M-V with the def2-TZVPD basis set.

Summary:
⟨S²⟩: 2.03
HOMO energy (spin up / spin down), hartree: -0.2864 / -0.3729
Energy above the lowest of the compared OMol25 structures with the same formula, charge and spin, kJ/mol: 16.6
LUMO (spin up / spin down), eV: -2.37 / -2.56

Geometry as ORCA input:
```
! wB97M-V def2-TZVPD RIJCOSX def2/J DEFGRID3
* xyz 1 3
Ti -0.19 0.38 1.67
C 4.17 -0.33 1.63
C 4.47 -0.32 2.99
C 3.45 -0.19 3.91
C 2.14 -0.07 3.45
N 1.84 -0.12 2.14
C 2.85 -0.24 1.26
C 0.98 0.18 4.33
C 0.98 0.21 5.70
C -0.19 0.54 6.39
C -1.34 0.89 5.67
C -1.32 0.86 4.30
N -0.18 0.45 3.63
C -2.38 1.33 3.39
C -3.57 1.91 3.82
C -4.43 2.46 2.89
C -4.08 2.45 1.55
C -2.89 1.84 1.20
N -2.07 1.26 2.08
H 4.94 -0.42 0.88
H 5.49 -0.41 3.33
H 3.65 -0.15 4.97
H 2.56 -0.27 0.22
H 1.89 -0.02 6.25
H -0.20 0.56 7.47
H -2.24 1.20 6.19
H -3.81 1.93 4.87
H -5.35 2.92 3.21
H -4.70 2.91 0.79
H -2.58 1.80 0.16
C 0.16 4.91 -4.46
C 1.44 4.90 -3.61
C 2.55 4.17 -4.38
C 1.87 6.35 -3.39
C 1.17 4.18 -2.29
C 0.75 2.84 -2.31
C 0.53 2.23 -1.10
Br -0.03 0.40 -1.07
C 0.68 2.82 0.15
O 0.44 2.08 1.24
C 1.09 4.15 0.18
C 1.32 4.78 -1.05
C 1.31 4.98 1.46
C 1.03 4.23 2.76
C 2.77 5.46 1.50
C 0.37 6.20 1.42
H 0.33 5.43 -5.40
H -0.66 5.42 -3.93
H -0.18 3.90 -4.69
H 2.76 4.68 -5.32
H 2.26 3.14 -4.61
H 3.47 4.14 -3.79
H 2.05 6.82 -4.36
H 2.80 6.41 -2.82
H 1.11 6.93 -2.88
H 0.61 2.30 -3.23
H 1.64 5.81 -1.02
H 1.69 3.37 2.89
H 0.00 3.87 2.83
H 1.21 4.92 3.59
H 3.45 4.61 1.49
H 2.95 6.04 2.41
H 3.02 6.09 0.65
H -0.68 5.88 1.37
H 0.57 6.85 0.57
H 0.50 6.80 2.33
N -1.32 -2.37 3.55
C -2.19 -2.24 2.51
N -2.01 -1.46 1.48
C -3.10 -1.61 0.60
C -3.27 -0.97 -0.63
C -4.39 -1.25 -1.39
C -5.37 -2.14 -0.96
C -5.23 -2.77 0.27
C -4.10 -2.49 1.03
S -3.66 -3.16 2.56
H -0.34 -2.20 3.34
H -1.48 -3.11 4.21
H -2.53 -0.28 -0.99
H -4.51 -0.75 -2.35
H -6.23 -2.34 -1.57
H -5.98 -3.47 0.63
S 0.86 -2.95 0.89
Sb 0.53 -3.96 -1.11
C 0.38 -2.73 -2.77
C -0.89 -2.40 -3.26
C -1.00 -1.51 -4.32
C 0.13 -0.95 -4.88
C 1.40 -1.27 -4.39
C 1.52 -2.15 -3.33
C -1.26 -5.03 -1.08
C -1.88 -5.22 0.16
C -3.08 -5.92 0.22
C -3.66 -6.41 -0.94
C -3.04 -6.23 -2.17
C -1.84 -5.53 -2.24
C 2.09 -5.30 -1.49
C 2.78 -5.32 -2.71
C 3.85 -6.18 -2.87
C 4.23 -7.03 -1.83
C 3.53 -7.01 -0.63
C 2.47 -6.14 -0.45
H -1.78 -2.83 -2.82
H -1.98 -1.25 -4.70
H 0.04 -0.25 -5.71
H 2.28 -0.82 -4.83
H 2.50 -2.38 -2.93
H -1.42 -4.81 1.06
H -3.56 -6.07 1.18
H -4.59 -6.96 -0.89
H -3.49 -6.62 -3.07
H -1.36 -5.40 -3.21
H 2.47 -4.69 -3.53
H 4.39 -6.20 -3.81
H 5.07 -7.70 -1.96
H 3.83 -7.67 0.18
H 1.94 -6.12 0.50
*
```

Here are the Mulliken charges for atoms 1 to 4, given in e:
1 Ti -0.938
2 C -0.990
3 C -0.777
4 C -0.859



3.
A structure of composition C54H53BaN2OP3S2 in a non-equilibrium geometry, computed with ωB97M-V with the def2-TZVPD basis set.

Summary:
HOMO energy, hartree: -0.4736
Energy above the lowest of the compared OMol25 structures with the same formula, charge and spin, kJ/mol: 0.0
LUMO, eV: -4.60

Geometry as ORCA input:
```
! wB97M-V def2-TZVPD RIJCOSX def2/J DEFGRID3
* xyz 2 1
Ba -0.65 -1.25 -0.26
O 0.26 -0.17 3.77
S -0.05 0.55 2.52
C 1.25 1.76 2.16
C 1.12 3.12 2.51
C 2.10 4.00 2.17
C 3.24 3.56 1.47
C 3.42 2.18 1.18
C 2.35 1.29 1.37
P 2.45 -0.36 0.62
C 3.18 -1.51 1.79
C 3.53 -1.20 3.13
C 4.23 -2.14 3.87
C 4.65 -3.35 3.34
C 4.36 -3.63 1.98
C 3.52 -2.81 1.29
C 3.85 -0.12 -0.60
C 5.18 -0.49 -0.36
C 6.14 -0.31 -1.35
C 5.76 0.24 -2.55
C 4.43 0.60 -2.86
C 3.51 0.41 -1.87
C -1.55 1.51 2.84
C -1.89 1.72 4.17
C -3.03 2.44 4.46
C -3.72 3.06 3.42
C -3.25 2.97 2.09
C -2.26 2.09 1.77
P -1.73 1.76 0.04
C -3.18 2.14 -0.98
C -3.07 2.75 -2.26
C -4.16 2.70 -3.11
C -5.35 2.13 -2.71
C -5.50 1.46 -1.50
C -4.40 1.52 -0.68
C -0.56 3.18 -0.31
C -0.90 4.55 -0.05
C -0.04 5.55 -0.51
C 1.10 5.24 -1.26
C 1.40 3.93 -1.55
C 0.56 2.91 -1.09
H 0.29 3.45 3.11
H 1.94 5.02 2.46
H 4.01 4.29 1.18
H 4.30 1.83 0.73
H 3.18 -0.32 3.59
H 4.50 -1.85 4.89
H 5.26 -4.05 3.95
H 4.82 -4.47 1.39
H 3.26 -3.11 0.26
H 5.47 -0.94 0.53
H 7.14 -0.54 -1.10
H 6.51 0.43 -3.28
H 4.22 1.03 -3.85
H 2.47 0.56 -2.11
H -1.29 1.20 4.91
H -3.51 2.59 5.41
H -4.60 3.70 3.66
H -3.92 3.48 1.32
H -2.14 3.27 -2.48
H -4.19 3.41 -3.98
H -6.21 2.25 -3.37
H -6.42 0.97 -1.12
H -4.52 1.12 0.33
H -1.78 4.80 0.51
H -0.25 6.57 -0.24
H 1.74 6.04 -1.65
H 2.20 3.62 -2.22
H 0.99 1.92 -1.19
C -0.83 0.54 -4.96
P -0.05 -0.24 -3.42
C 1.34 -1.27 -4.00
C 1.90 -1.11 -5.27
C 3.05 -1.89 -5.61
C 3.54 -2.80 -4.71
C 2.95 -2.99 -3.46
C 1.89 -2.18 -3.10
C -1.45 -1.38 -3.04
C -2.64 -0.75 -2.74
C -3.75 -1.53 -2.42
C -3.59 -2.91 -2.34
C -2.39 -3.52 -2.65
C -1.29 -2.74 -2.99
H -0.94 1.63 -4.93
H -1.80 0.09 -5.01
H -0.28 0.31 -5.87
H 1.51 -0.36 -5.98
H 3.48 -1.81 -6.57
H 4.47 -3.31 -4.94
H 3.39 -3.64 -2.77
H 1.55 -2.37 -2.09
H -2.68 0.35 -2.76
H -4.64 -1.05 -2.05
H -4.40 -3.54 -2.04
H -2.26 -4.62 -2.68
H -0.38 -3.24 -3.24
C -4.59 -1.92 4.80
C -3.82 -0.84 4.00
N -2.47 -1.39 3.65
C -2.21 -2.01 2.48
S -3.31 -2.10 1.16
N -0.92 -2.50 2.41
C -0.55 -3.79 1.78
C -0.55 -5.01 2.67
H -5.43 -1.40 5.27
H -4.04 -2.39 5.61
H -4.94 -2.69 4.11
H -3.65 -0.01 4.65
H -4.27 -0.60 3.04
H -1.70 -1.29 4.26
H -0.30 -2.34 3.19
H 0.44 -3.65 1.37
H -1.31 -3.98 0.95
H -0.11 -4.76 3.60
H -0.09 -5.87 2.11
H -1.60 -5.34 2.79
*
```

Here are the Mulliken charges for atoms 1 to 4, given in e:
1 Ba -0.422
2 O -0.832
3 S 2.206
4 C 0.013



4.
A cluster of 13 separate species, C54H53N13O14 in total in a non-equilibrium geometry, computed with ωB97M-V with the def2-TZVPD basis set.

Summary:
HOMO energy, hartree: -0.3520
Energy above the lowest of the compared OMol25 structures with the same formula, charge and spin, kJ/mol: 322.4
LUMO, eV: -1.32

Geometry as ORCA input:
```
! wB97M-V def2-TZVPD RIJCOSX def2/J DEFGRID3
* xyz 0 1
C 10.71 -3.50 -10.98
C 10.72 -4.49 -12.06
N 10.75 -5.26 -12.89
H 11.03 -2.54 -11.38
H 11.17 -3.78 -10.03
H 9.65 -3.40 -10.77
C 14.88 -6.53 -3.46
C 13.64 -5.85 -3.62
N 12.68 -5.24 -3.68
H 15.22 -6.95 -4.41
H 14.75 -7.35 -2.75
H 15.67 -5.94 -3.00
C 3.38 -1.99 -5.44
C 2.35 -2.73 -4.63
N 1.54 -3.23 -4.01
H 3.54 -2.41 -6.44
H 4.33 -2.00 -4.92
H 2.94 -1.00 -5.54
C 11.64 -7.68 -5.44
C 10.70 -7.75 -4.38
N 9.98 -7.81 -3.46
H 11.64 -6.67 -5.84
H 11.43 -8.43 -6.20
H 12.64 -7.82 -5.02
C 6.22 0.65 -10.65
C 6.52 -0.77 -10.43
N 6.73 -1.94 -10.30
H 6.17 1.05 -9.63
H 5.24 0.78 -11.12
H 7.00 1.14 -11.23
C 3.44 -2.35 -9.69
C 3.65 -3.57 -10.43
N 3.75 -4.50 -11.02
H 3.39 -1.46 -10.32
H 4.28 -2.17 -9.02
H 2.48 -2.30 -9.18
C 9.06 2.74 -2.21
C 8.42 3.89 -1.79
C 7.22 3.79 -1.15
C 6.65 2.55 -0.84
C 7.29 1.43 -1.36
C 8.44 1.53 -2.09
N 5.44 2.39 0.03
O 4.79 1.33 0.03
O 5.22 3.35 0.77
H 10.04 2.77 -2.68
H 8.90 4.81 -2.08
H 6.83 4.75 -0.82
H 6.80 0.47 -1.27
H 8.67 0.71 -2.76
C 10.53 -1.22 1.80
C 10.76 -0.73 0.52
C 11.01 0.65 0.43
C 10.98 1.49 1.52
C 10.74 0.93 2.79
C 10.59 -0.45 2.93
N 11.30 2.93 1.22
O 11.40 3.22 0.03
O 11.39 3.74 2.18
H 10.40 -2.27 2.02
H 10.66 -1.41 -0.31
H 11.17 1.06 -0.56
H 10.78 1.63 3.62
H 10.39 -0.89 3.90
C 8.71 2.99 -6.17
C 8.71 1.68 -5.81
C 7.61 0.85 -6.14
C 6.54 1.43 -6.80
C 6.52 2.85 -7.12
C 7.63 3.63 -6.82
N 5.34 0.61 -7.08
O 5.49 -0.60 -7.21
O 4.27 1.17 -7.07
H 9.58 3.59 -5.94
H 9.55 1.30 -5.25
H 7.63 -0.20 -5.87
H 5.62 3.31 -7.53
H 7.55 4.68 -7.06
C 17.08 -5.91 -10.52
C 17.08 -5.24 -9.26
C 15.90 -4.97 -8.57
C 14.68 -5.32 -9.13
C 14.62 -6.01 -10.41
C 15.83 -6.33 -11.05
N 13.41 -5.00 -8.36
O 13.55 -4.47 -7.26
O 12.29 -5.22 -8.81
H 17.96 -5.88 -11.14
H 18.06 -4.97 -8.90
H 16.00 -4.41 -7.65
H 13.70 -6.29 -10.89
H 15.74 -6.90 -11.96
C 8.59 -4.00 -7.45
C 9.71 -4.24 -6.65
C 9.63 -3.78 -5.31
C 8.51 -3.17 -4.77
C 7.48 -2.87 -5.63
C 7.49 -3.38 -6.93
N 8.58 -2.62 -3.37
O 9.48 -2.93 -2.59
O 7.66 -1.92 -3.07
H 8.59 -4.31 -8.48
H 10.57 -4.76 -7.02
H 10.49 -4.06 -4.72
H 6.66 -2.27 -5.25
H 6.69 -3.17 -7.62
C 6.40 -6.43 -9.18
C 7.25 -6.00 -10.21
C 8.49 -6.65 -10.41
C 8.91 -7.69 -9.49
C 8.02 -8.06 -8.47
C 6.72 -7.51 -8.30
N 10.26 -8.26 -9.69
O 10.85 -8.94 -8.87
O 10.83 -7.93 -10.72
H 5.47 -5.90 -9.04
H 7.05 -5.21 -10.91
H 9.13 -6.43 -11.25
H 8.34 -8.83 -7.78
H 6.07 -7.83 -7.50
C 8.66 -4.71 0.10
C 8.80 -4.19 1.38
C 9.44 -4.94 2.38
C 9.98 -6.20 2.06
C 9.98 -6.66 0.77
C 9.34 -5.95 -0.24
N 10.75 -6.92 3.12
O 11.24 -8.02 2.82
O 10.91 -6.34 4.19
H 8.03 -4.29 -0.67
H 8.42 -3.21 1.60
H 9.38 -4.55 3.39
H 10.48 -7.60 0.62
H 9.24 -6.32 -1.25
*
```

Here are the Mulliken charges for atoms 1 to 4, given in e:
1 C -0.086
2 C 0.439
3 N -0.528
4 H 0.396



Question: energy above the lowest of the compared OMol25 structures with the same formula, charge and spin of number 2 (C54H52BrN5OS2SbTi)?
Answer: 16.6 kJ/mol



Question: What is the formula in the third record?
Answer: C54H53BaN2OP3S2



Question: energy above the lowest of the compared OMol25 structures with the same formula, charge and spin of number 3 (C54H53BaN2OP3S2)?
Answer: 0.0 kJ/mol